No. 1
The following is a quantum chemistry calculation of C9H10N2O2S in the gas phase, from OMol25.

```
24
Properties=species:S:1:pos:R:3:mulliken_charge:R:1
H 3.885 -1.780 -0.094 0.37
C 2.779 -0.512 -1.418 -0.66
H 2.643 -1.091 1.915 0.29
O -2.904 -2.350 -0.442 -0.49
C 1.055 0.794 -0.387 -0.25
N -2.740 1.773 0.239 -0.42
C -1.723 -0.295 -0.337 -0.32
C 1.761 0.418 -1.516 -0.20
S -0.232 2.022 -0.514 -0.24
H -3.609 1.240 0.298 0.25
C -1.684 1.059 -0.177 0.32
C 1.357 0.262 0.874 1.01
C 3.089 -1.055 -0.179 -0.48
H 0.998 0.363 2.875 0.23
H -0.836 -0.829 -0.640 0.16
H -2.022 -2.623 -0.724 0.32
N 0.611 0.585 1.973 -0.40
O -4.018 -0.534 0.171 -0.69
C 2.394 -0.673 0.950 -0.77
C -2.953 -1.023 -0.168 0.79
H -2.748 2.774 0.147 0.18
H 3.328 -0.812 -2.297 0.39
H 0.065 1.431 1.920 0.18
H 1.503 0.857 -2.468 0.43
```

Output
E_LUMO (eV): 0.613
SMILES: N/C(=C\C(=O)O)Sc1ccccc1N
DFT total energy (eV): -27406.424
Relative energy (zero: lowest compared OMol25 entry of this formula, charge and spin) (eV): 0.000
Net charge: 0
Largest force on an atom (eV/Å): 0.71

=====

No. 2
The following is a quantum chemistry calculation of C9H10N2O3 in the gas phase in a non-equilibrium geometry, from OMol25.

```
24
Properties=species:S:1:pos:R:3:mulliken_charge:R:1
C -0.022 1.380 0.462 0.04
H -0.937 2.979 -0.508 0.26
H 0.215 1.215 -1.693 0.25
O -1.397 0.410 2.327 -0.57
H -3.052 -3.324 0.857 0.32
H -0.643 3.190 1.017 0.29
N -1.028 2.468 0.409 -0.53
C -0.863 0.181 1.039 -0.02
O -3.457 1.703 -2.022 -0.52
H 0.902 1.564 1.093 0.25
H -0.795 -3.181 1.047 0.27
O -4.948 -1.569 0.609 -0.52
C -0.684 -0.955 0.421 0.80
C -0.046 -0.739 -0.949 -0.66
C -3.853 -1.224 0.294 0.23
C 0.758 0.709 -0.943 -0.84
C -3.410 0.178 -0.259 0.19
H 1.849 0.625 -1.052 0.38
H -0.955 -0.357 2.843 0.42
C -1.299 -2.260 0.635 -0.68
N -3.594 1.015 -1.103 0.45
C -2.587 -2.375 0.513 -0.55
H 0.692 -1.566 -1.130 0.36
H -0.813 -0.791 -1.656 0.35
```

Output
E_LUMO (alpha / beta) (eV): 0.355 / -2.923
DFT total energy (eV): -18607.030
Relative energy (zero: lowest compared OMol25 entry of this formula, charge and spin) (eV): 6.733
Net charge: 0
<S²>: 2.015
Largest force on an atom (eV/Å): 5.70
2S+1: 3

=====

No. 3
The following is a quantum chemistry calculation of 2 unconnected molecules or ions with the total composition C9H10N3 in a non-equilibrium geometry, from OMol25.

```
22
Properties=species:S:1:pos:R:3:mulliken_charge:R:1
H 2.843 2.144 -3.919 0.29
C 1.993 -0.571 -1.371 -0.68
C -2.978 0.238 3.287 -0.40
H 2.346 0.950 0.037 0.56
C 1.639 -0.820 -2.611 0.07
H -3.185 -1.739 4.261 0.41
H 1.181 -1.742 -3.048 0.32
H -2.144 1.549 1.699 0.45
N -2.029 -1.561 2.390 -0.14
C 2.268 0.639 -0.893 -0.13
C 2.494 1.670 -1.775 -0.44
H -1.567 -2.372 2.312 0.17
H 2.689 2.558 -1.263 0.40
H -0.533 -1.505 0.459 0.28
C -2.754 -1.089 3.479 -0.06
H 1.689 -0.088 -4.493 0.39
C -2.224 0.546 2.120 -0.14
N -1.702 -0.579 1.577 0.72
H -3.690 0.831 3.793 0.41
N -0.804 -0.543 0.611 -0.71
C 1.992 0.101 -3.517 -0.49
C 2.476 1.383 -3.134 -0.29
```

Output
E_LUMO (alpha / beta) (eV): -6.552 / -4.169
DFT total energy (eV): -13951.641
Relative energy (zero: lowest compared OMol25 entry of this formula, charge and spin) (eV): 5.759
Net charge: +1
Largest force on an atom (eV/Å): 4.80

=====

No. 4
The following is a quantum chemistry calculation of a gas-phase ion, C9H10N3O (charge +1) in a non-equilibrium geometry, from OMol25.

```
23
Properties=species:S:1:pos:R:3:mulliken_charge:R:1
H 0.064 -2.665 0.537 0.54
C 2.157 1.332 -1.253 0.19
C -1.992 -0.067 0.145 0.55
N 0.158 0.360 1.088 0.06
C -0.783 -0.605 -1.892 0.03
C 0.267 0.154 -1.971 0.51
H 2.012 0.999 1.684 0.43
C -0.389 -1.910 -1.388 -0.59
H -2.937 0.361 -1.691 0.36
H -4.016 0.297 0.697 0.17
H 3.798 0.463 -1.766 0.37
C -2.016 -0.058 -1.202 -0.86
H 1.924 -0.398 0.565 0.60
C -0.191 -1.860 -0.079 -0.71
H -0.103 -2.678 -2.112 0.46
N 1.389 0.622 -2.058 -0.36
C -0.694 -0.582 0.644 0.38
C 1.465 0.373 0.977 -1.18
O 3.478 1.197 -1.229 -0.38
H -3.012 0.164 1.932 0.20
H -0.255 1.218 1.523 0.35
N -3.112 0.066 0.959 -0.43
H 1.748 2.434 -1.091 0.32
```

Output
E_LUMO (alpha / beta) (eV): -4.821 / -4.843
DFT total energy (eV): -15999.474
Relative energy (zero: lowest compared OMol25 entry of this formula, charge and spin) (eV): 6.694
Net charge: +1
Largest force on an atom (eV/Å): 4.37

=====

No. 5
The following is a quantum chemistry calculation of a gas-phase ion, C9H10N3O3 (charge +1) in a non-equilibrium geometry, from OMol25.

```
25
Properties=species:S:1:pos:R:3:mulliken_charge:R:1
N -2.568 0.518 -0.562 -0.39
C 1.896 -3.452 0.465 -0.48
H -1.553 -1.729 0.067 0.16
O -0.113 -5.087 -0.258 -0.61
C -1.351 0.267 0.343 -0.48
C 0.597 -2.992 0.121 -0.65
H -3.466 0.384 0.043 0.43
H 0.913 3.214 0.453 0.36
O 1.227 0.638 0.459 -0.28
H -2.677 1.512 -0.754 0.36
O -1.551 -3.526 -0.357 -0.74
H 3.461 -0.424 0.942 0.48
C 2.695 -1.122 0.689 -0.69
H 0.421 2.933 -1.255 0.32
C 0.324 -1.604 0.182 0.80
C 0.189 1.259 0.011 0.75
C 2.889 -2.544 0.733 -0.41
C 1.383 -0.721 0.542 0.74
N -0.922 -1.026 0.148 0.03
H -0.738 3.233 0.057 0.37
H -2.783 -0.062 -1.465 0.39
N -0.455 -3.953 -0.190 1.14
C 0.168 2.740 -0.093 -1.34
H 2.212 -4.523 0.252 0.37
H 3.793 -3.085 0.959 0.37
```

Output
E_LUMO (alpha / beta) (eV): -4.590 / -4.597
SMILES: CC1=C([NH3+])Nc2c(cccc2[N+](=O)[O-])O1
DFT total energy (eV): -20093.180
Relative energy (zero: lowest compared OMol25 entry of this formula, charge and spin) (eV): 0.705
Net charge: +1
Largest force on an atom (eV/Å): 5.40

=====

No. 6
The following is a quantum chemistry calculation of 2 unconnected molecules or ions with the total composition C9H10N4S in a non-equilibrium geometry, from OMol25.

```
24
Properties=species:S:1:pos:R:3:mulliken_charge:R:1
H -1.468 0.747 2.426 0.41
C -0.905 -2.712 -2.211 -0.55
C -1.603 1.737 2.353 -1.21
C 0.483 1.824 -0.487 0.68
H 0.973 -0.361 3.118 0.27
H 1.274 1.759 -2.397 0.41
C 0.628 0.118 1.179 0.54
C 0.144 -1.530 -0.360 0.09
N 0.046 1.228 0.664 0.01
N -0.186 2.894 -0.750 -0.51
H -1.568 -3.111 -3.028 0.31
H 0.457 -4.360 -1.823 0.47
H 2.530 1.848 -1.165 0.23
S -1.064 -1.161 -1.507 -0.08
C 0.638 -2.766 -0.490 -0.41
N -1.077 3.060 0.275 -0.55
H 1.609 0.309 -1.735 0.30
C 1.480 1.352 -1.441 -1.16
H -1.128 2.158 3.217 0.27
N 0.949 -0.598 2.135 -0.47
H -2.760 2.015 2.338 0.29
C 0.082 -3.432 -1.621 -0.41
C -0.974 2.033 1.056 0.78
H 1.438 -3.052 0.252 0.29
```

Output
E_LUMO (eV): -0.287
DFT total energy (eV): -26285.196
Relative energy (zero: lowest compared OMol25 entry of this formula, charge and spin) (eV): 5.860
Net charge: 0
Largest force on an atom (eV/Å): 5.85

=====

No. 7
The following is a quantum chemistry calculation of C9H10O in the gas phase in a non-equilibrium geometry, from OMol25.

```
20
Properties=species:S:1:pos:R:3:mulliken_charge:R:1
C 0.556 1.170 0.073 0.98
C -0.999 0.596 -0.322 0.38
H 2.328 0.188 -1.120 0.46
H -2.113 -2.167 -1.337 0.26
C -0.807 -0.816 -0.118 0.81
H 1.841 0.118 1.835 0.40
C 0.600 -1.195 -0.646 -0.61
H -0.062 2.968 0.560 0.46
H 1.779 2.904 0.705 0.29
C -1.958 -1.776 -0.286 -1.19
C 0.782 2.633 0.108 -1.44
C 0.286 -1.130 0.849 -0.56
H 0.137 -1.970 1.549 0.41
H 0.691 2.983 -0.911 0.31
H -2.793 -1.168 0.202 0.33
C 1.458 0.097 -0.513 -0.69
C 1.191 0.152 0.972 -0.75
H -1.702 -2.768 0.222 0.31
O -1.923 1.284 -0.601 -0.61
H 0.708 -2.105 -1.220 0.46
```

Output
E_LUMO (eV): 1.020
SMILES: C[C@]12C(=O)[C@]3(C)[C@@H]4[C@H]1[C@H]2[C@@H]43
DFT total energy (eV): -11538.664
Relative energy (zero: lowest compared OMol25 entry of this formula, charge and spin) (eV): 2.116
Net charge: 0
Largest force on an atom (eV/Å): 4.40

=====

No. 8
The following is a quantum chemistry calculation of a molecular structure, C9H10O3 in a non-equilibrium geometry, from OMol25.

```
22
Properties=species:S:1:pos:R:3:mulliken_charge:R:1
C 1.314 2.288 -2.162 -0.26
H -0.554 -3.056 2.111 0.34
H -2.178 -3.083 2.235 0.34
H 1.214 0.262 -3.447 0.16
H 1.921 2.800 -3.063 0.27
H -2.527 -0.695 1.553 0.25
H 0.551 3.824 -0.753 0.36
O 0.247 -1.506 -1.715 -0.63
H -1.215 -2.092 3.415 0.35
O 1.154 -0.996 1.471 -0.60
O -0.202 1.944 1.279 -0.58
C -1.328 -2.320 2.388 -1.24
H -1.652 -2.093 0.277 0.16
C 0.063 0.370 -0.255 0.09
H 0.459 2.897 1.720 0.40
C -1.515 -1.344 1.259 0.01
C 0.544 -0.137 -1.414 0.80
C 0.729 2.756 -0.974 -0.78
H 1.388 -1.575 -2.498 0.42
C 0.009 -0.710 0.903 0.31
C 1.332 0.733 -2.328 -0.95
C 0.247 1.733 -0.002 0.75
```

Output
E_LUMO (eV): -0.125
DFT total energy (eV): -15629.555
Relative energy (zero: lowest compared OMol25 entry of this formula, charge and spin) (eV): 8.447
Net charge: 0
Largest force on an atom (eV/Å): 7.34